[1]
ORCA calculation (ωB97M-V/def2-TZVPD) on a 2-piece molecular cluster, C2H4N2O overall.

SMILES: C1=NN1.C=O
HOMO energy (eV): -9.74
Calculated total energy (Ha): -263.19246
Frontier orbital gap (eV): 10.474

```
! wB97M-V def2-TZVPD RIJCOSX def2/J DEFGRID3
* xyz 0 1
C -1.672 -0.654 -0.431
N -2.712 -0.267 0.052
N -1.657 -0.998 0.958
H -0.953 -0.793 -1.182
H -1.832 -2.004 1.040
C 2.112 1.178 -0.074
O 1.707 1.073 -1.174
H 2.318 0.376 0.608
H 2.688 2.089 0.203
*
```

[2]
ORCA calculation (ωB97M-V/def2-TZVPD) on C2H4N2O in the gas phase.

SMILES: [H]/N=C(O)/C=N/[H]
HOMO energy (eV): -9.48
Calculated total energy (Ha): -263.29416
Frontier orbital gap (eV): 10.261

```
! wB97M-V def2-TZVPD RIJCOSX def2/J DEFGRID3
* xyz 0 1
H -0.095 -2.344 -0.191
N 0.250 -1.416 -0.080
C -0.368 -0.359 0.134
O -1.681 -0.140 0.651
C 0.425 0.981 -0.031
N 1.587 0.744 -0.406
H 2.235 1.399 -0.800
H -2.376 -0.788 0.512
H 0.023 1.923 0.211
*
```

[3]
ORCA calculation (ωB97M-V/def2-TZVPD) on C2H4N2O2 as an isolated structure.

HOMO energy (eV): -8.82
Calculated total energy (Ha): -338.39121
Frontier orbital gap (eV): 8.018

```
! wB97M-V def2-TZVPD RIJCOSX def2/J DEFGRID3
* xyz 0 1
C 0.644 0.161 -0.569
C -0.332 0.438 0.362
N -0.751 -0.413 1.301
N -2.307 0.316 2.126
O -2.419 1.451 1.838
O -2.697 -0.351 3.005
H 1.129 0.848 -1.238
H 0.904 -0.869 -0.597
H -0.676 1.571 0.445
H -1.246 -1.357 1.095
*
```

[4]
ORCA calculation (ωB97M-V/def2-TZVPD) on a 2-piece molecular cluster, C2H4N2O2 overall.

SMILES: N#[N+][O-].CC=O
HOMO energy (eV): -10.02
Calculated total energy (Ha): -338.51249
Frontier orbital gap (eV): 11.070

```
! wB97M-V def2-TZVPD RIJCOSX def2/J DEFGRID3
* xyz 0 1
N -2.631 -0.623 1.097
N -3.064 -0.556 0.082
O -3.535 -0.304 -0.943
C 1.943 0.422 -0.140
C 0.478 -0.065 0.055
O -0.432 0.582 -0.378
H 2.067 1.397 -0.520
H 2.464 -0.272 -0.698
H 2.341 0.363 0.832
H 0.371 -0.946 0.614
*
```

[5]
ORCA calculation (ωB97M-V/def2-TZVPD) on C2H4N2O2 in the gas phase.

SMILES: C=CNON=O
HOMO energy (eV): -8.81
Calculated total energy (Ha): -338.40679
Frontier orbital gap (eV): 8.827

```
! wB97M-V def2-TZVPD RIJCOSX def2/J DEFGRID3
* xyz 0 1
C 0.497 1.444 0.075
C 0.831 0.212 0.411
N 0.621 -0.961 -0.306
O -0.598 -1.176 -0.934
N -1.726 -0.840 -0.084
O -2.763 -1.021 -0.557
H -0.082 1.525 -0.882
H 0.965 2.277 0.658
H 1.403 0.256 1.299
H 0.852 -1.717 0.320
*
```

[6]
ORCA calculation (ωB97M-V/def2-TZVPD) on C2H4N2O2 in the gas phase.

SMILES: C=CN[N+](=O)[O-]
HOMO energy (eV): -9.72
Calculated total energy (Ha): -338.44572
Frontier orbital gap (eV): 10.253

```
! wB97M-V def2-TZVPD RIJCOSX def2/J DEFGRID3
* xyz 0 1
C 0.992 1.303 0.811
C 0.551 0.125 0.392
N -0.579 -0.083 -0.430
N -1.061 -1.343 -0.692
O -0.500 -2.270 -0.185
O -2.043 -1.425 -1.376
H 1.851 1.546 1.395
H 0.478 2.134 0.542
H 1.263 -0.695 0.623
H -0.953 0.708 -1.079
*
```

[7]
ORCA calculation (ωB97M-V/def2-TZVPD) on C2H4N2O2 as an isolated structure.

HOMO energy (eV): -9.08
Calculated total energy (Ha): -338.37278
Frontier orbital gap (eV): 9.955

```
! wB97M-V def2-TZVPD RIJCOSX def2/J DEFGRID3
* xyz 0 1
C -0.744 -1.101 -0.278
C 0.502 -1.139 0.141
N -0.671 0.490 -0.394
N 0.547 0.267 0.321
O -1.553 1.191 0.375
O 1.557 1.144 0.046
H -1.533 -1.728 -0.716
H 1.287 -1.815 0.291
H -1.034 1.364 1.132
H 1.641 1.328 -0.917
*
```

[8]
ORCA calculation (ωB97M-V/def2-TZVPD) on C2H4N2O2 as an isolated structure.

HOMO energy (eV): -8.67
Calculated total energy (Ha): -338.34929
Frontier orbital gap (eV): 9.294

```
! wB97M-V def2-TZVPD RIJCOSX def2/J DEFGRID3
* xyz 0 1
C 0.751 -0.362 -0.850
C -0.354 0.362 -1.077
O 1.539 0.619 1.043
O -1.826 -0.619 0.351
N 0.763 -0.420 0.521
N -0.907 0.420 0.178
H 1.373 0.541 1.996
H -2.049 -0.541 1.292
H 1.440 -0.891 -1.504
H -0.729 0.890 -1.950
*
```

[9]
ORCA calculation (ωB97M-V/def2-TZVPD) on C2H4N2O2S in the gas phase.

SMILES: O=CSN/C=N\O
HOMO energy (eV): -9.63
Calculated total energy (Ha): -736.68666
Frontier orbital gap (eV): 9.998

```
! wB97M-V def2-TZVPD RIJCOSX def2/J DEFGRID3
* xyz 0 1
O -1.437 1.875 -1.273
C -0.539 1.447 -0.524
S 0.785 0.245 -1.049
N 1.231 -0.101 0.578
C 0.812 -1.289 1.154
N -0.339 -1.709 1.268
O -1.283 -0.679 0.809
H -0.440 1.481 0.623
H 2.259 -0.167 0.663
H 1.596 -1.996 1.402
H -2.100 -1.088 1.117
*
```

[10]
ORCA calculation (ωB97M-V/def2-TZVPD) on a 2-piece molecular cluster, C2H4N2O2S overall.

HOMO energy (eV): -9.12
Calculated total energy (Ha): -736.52207
Frontier orbital gap (eV): 9.142

```
! wB97M-V def2-TZVPD RIJCOSX def2/J DEFGRID3
* xyz 0 1
C -0.375 -0.327 -0.281
C 1.760 0.417 0.273
H -2.110 1.414 0.354
H -2.067 -1.373 -0.414
H 2.813 0.944 0.173
H 1.637 -0.188 1.418
N -1.709 -0.614 0.217
N 0.549 -1.261 -0.274
O -2.498 0.375 -0.420
O 1.660 -0.738 -0.678
S 0.340 1.352 -0.367
*
```

[11]
ORCA calculation (ωB97M-V/def2-TZVPD) on C2H4N2O2S in the gas phase.

HOMO energy (alpha / beta) (eV): -9.73 / -9.73
Calculated total energy (Ha): -736.63507
Frontier orbital gap (alpha / beta) (eV): 7.969 / 7.968

```
! wB97M-V def2-TZVPD RIJCOSX def2/J DEFGRID3
* xyz 0 1
C 0.315 -0.006 0.641
C 1.499 0.193 -0.341
N -0.417 -1.144 0.103
N -1.637 -1.220 -0.029
O -3.015 0.652 -1.167
O -0.495 1.074 0.779
S -2.567 0.200 0.137
H 0.760 -0.397 1.701
H 1.180 0.641 -1.298
H 1.945 -0.755 -0.482
H 2.433 0.762 -0.042
*
```

[12]
ORCA calculation (ωB97M-V/def2-TZVPD) on C2H4N2O2S in the gas phase.

SMILES: NC(=O)/N=C/OS
HOMO energy (eV): -9.49
Calculated total energy (Ha): -736.70937
Frontier orbital gap (eV): 8.294

```
! wB97M-V def2-TZVPD RIJCOSX def2/J DEFGRID3
* xyz 0 1
N -0.507 -0.928 -2.087
C -0.884 -0.043 -1.173
O -1.881 0.563 -1.220
N -0.009 -0.033 -0.109
C -0.213 0.648 0.980
O 0.490 0.681 2.055
S 2.196 0.836 2.764
H 0.443 -1.519 -2.073
H -0.896 -0.909 -3.054
H -1.139 1.129 1.346
H 2.398 -0.426 2.571
*
```